1.
A molecular structure, C10H28MgO6S4 at a distorted geometry. Source: the OMol25 dataset; level of theory: ωB97M-V with the def2-TZVPD basis set.

Last column: Mulliken spin population.
Atoms and positions in Å:
Mg 4.347 5.209 -21.200  0.002
O 5.147 5.986 -22.865  0.134
C 6.560 5.834 -22.488  0.087
C 6.896 4.980 -21.232  -0.006
O 6.007 5.037 -20.124  0.687
H 6.889 6.844 -22.243  0.028
H 7.163 5.307 -23.228  -0.008
H 7.888 5.250 -20.870  -0.007
H 6.751 3.926 -21.466  0.068
C -0.168 5.988 -21.651  0.000
S 1.107 5.232 -22.677  0.000
O 2.422 5.392 -21.938  -0.004
C 0.656 3.461 -22.401  0.000
H -0.027 7.034 -21.380  0.000
H -0.120 5.220 -20.879  0.000
H -1.109 5.925 -22.197  0.000
H -0.431 3.424 -22.464  0.000
H 0.952 2.981 -21.468  0.000
H 1.133 2.742 -23.068  0.000
C 2.143 5.226 -17.698  0.000
S 2.965 3.758 -18.359  0.000
O 3.258 4.250 -19.790  -0.001
C 4.554 3.966 -17.392  -0.001
H 1.244 5.243 -18.315  0.000
H 2.675 6.147 -17.935  0.000
H 1.989 5.259 -16.619  0.000
H 4.985 4.903 -17.744  0.003
H 5.189 3.111 -17.623  0.000
H 4.458 4.189 -16.329  0.000
C 2.306 9.083 -19.851  0.000
S 3.861 8.119 -19.549  -0.007
O 3.746 6.765 -20.246  0.003
C 4.779 9.036 -20.779  -0.001
H 1.865 8.615 -20.730  0.000
H 2.515 10.117 -20.126  0.000
H 1.568 8.983 -19.055  0.000
H 5.825 8.755 -20.902  0.002
H 4.770 10.123 -20.688  0.000
H 4.348 8.743 -21.736  -0.001
C 4.067 2.484 -24.473  0.000
S 4.563 2.044 -22.782  0.002
O 4.264 3.362 -22.044  0.020
C 3.337 0.775 -22.654  0.000
H 4.340 1.665 -25.139  0.000
H 4.737 3.278 -24.801  0.001
H 3.013 2.741 -24.574  0.000
H 2.784 0.728 -21.716  0.000
H 3.877 -0.171 -22.683  0.000
H 2.617 0.707 -23.470  0.000

Summary:
Lowest unoccupied orbital energy (alpha / beta): -1.894 / -4.660 eV
Net charge: +1
Energy above the lowest of the compared OMol25 structures with the same formula, charge and spin: 0.0 kcal/mol
HOMO-LUMO gap (alpha / beta): 9.10 / 5.77 eV
F_max: 3.75 eV/Å
Multiplicity: 2



2.
A molecular structure, C10H28NiO6 at a distorted geometry. Source: the OMol25 dataset; level of theory: ωB97M-V with the def2-TZVPD basis set.

Last column: Mulliken spin population.
Atoms and positions in Å:
Ni 0.069 -0.239 -0.020  5.929
C -0.940 -2.881 1.091  0.188
O -1.172 -1.459 0.997  -0.905
H 0.054 -3.258 0.850  0.088
H -1.246 -3.210 2.084  0.034
H -1.695 -3.337 0.450  0.016
H -1.979 -1.335 1.502  0.204
C 2.066 -1.837 1.558  0.096
O 1.736 -1.515 0.186  -2.106
H 1.225 -1.646 2.225  0.128
H 2.254 -2.902 1.689  -0.007
H 2.879 -1.215 1.934  -0.057
H 2.524 -1.445 -0.358  0.825
C -1.803 2.264 0.194  0.110
O -1.573 0.994 -0.341  -0.396
C -2.066 0.840 -1.701  0.118
C -1.885 -0.627 -2.154  -0.029
O -0.614 -1.083 -1.742  -0.512
C -0.295 -2.354 -2.322  0.072
H -1.543 2.346 1.249  -0.016
H -2.878 2.435 0.239  0.007
H -1.346 3.140 -0.267  0.016
H -1.469 1.520 -2.309  0.012
H -3.101 1.159 -1.825  0.030
H -1.956 -0.615 -3.241  0.001
H -2.695 -1.273 -1.816  -0.013
H -0.426 -2.342 -3.404  -0.066
H -0.989 -3.102 -1.936  0.041
H 0.747 -2.664 -2.243  0.151
C 1.408 1.614 -2.126  0.168
O 1.214 1.231 -0.767  -1.219
C 1.481 2.376 0.079  -0.246
C 1.516 1.897 1.513  0.410
O 0.621 0.768 1.659  -0.034
C 0.183 0.625 2.985  0.013
H 0.833 2.484 -2.443  0.046
H 1.084 0.815 -2.792  0.075
H 2.449 1.872 -2.323  -0.108
H 0.837 3.229 -0.135  -0.025
H 2.504 2.660 -0.165  -0.037
H 1.245 2.717 2.178  0.010
H 2.495 1.610 1.897  0.002
H -0.450 1.483 3.213  -0.066
H 1.102 0.547 3.566  0.039
H -0.402 -0.288 3.093  0.013

Summary:
Lowest unoccupied orbital energy (alpha / beta): -2.372 / -2.502 eV
Net charge: +1
HOMO-LUMO gap (alpha / beta): 2.81 / 11.38 eV
F_max: 2.75 eV/Å
Multiplicity: 4